Below is a molecular structure, C3H5EuO4 at a distorted geometry, with properties calculated with wB97M-V/def2-TZVPD.

Structure (XYZ):
```
13
Properties=species:S:1:pos:R:3:forces:R:3:mulliken_spin:R:1
C 0.08168 1.51164 1.55789 -0.13 0.46 0.22 0.000
O 0.34429 0.33458 0.82736 0.44 -0.57 -0.23 0.001
C 0.12977 0.46443 -0.55047 -0.77 0.43 0.16 -0.001
O 0.31879 -0.79212 -1.11763 0.62 -1.15 -0.56 -0.002
Eu 2.15655 -2.65662 -1.01875 -2.37 0.75 0.01 7.025
H 0.28410 1.28545 2.61019 -0.12 0.08 -0.29 0.000
H 0.74195 2.33436 1.23759 -0.19 -0.15 0.07 0.000
H -0.97103 1.81516 1.43518 0.30 -0.03 0.09 0.000
H 0.85391 1.16015 -1.00637 -0.16 -0.13 0.09 0.000
H -0.90397 0.79799 -0.74138 0.25 -0.04 -0.03 -0.001
O -0.24487 -2.94138 -1.18174 1.59 -0.96 -0.63 -0.013
C -0.83311 -1.83861 -1.13367 -1.22 1.47 2.03 -0.005
O -1.95804 -1.47503 -0.91822 1.78 -0.15 -0.92 -0.003
```
Forces are in eV/Å.

As for the spin multiplicity: 8. As for the total charge: +1. The calculated total energy is -30704.0719 eV. The expectation value of S² is 15.7595. The HOMO energy (spin up / spin down) is -13.246 / -13.246 eV. Its energy relative to the best compared isomer or geometry (same formula, charge and spin) is 25.8 kcal/mol.